Record 1
{"formula": "C17H14O4", "method": "ωB97M-V/def2-TZVPD", "elements": ["O", "O", "O", "O", "C", "C", "C", "C", "C", "C", "C", "C", "C", "C", "C", "C", "C", "C", "C", "C", "C", "H", "H", "H", "H", "H", "H", "H", "H", "H", "H", "H", "H", "H", "H"], "coordinates": [[-3.110303, -2.252706, -0.295797], [-0.113022, 3.000986, -0.964461], [2.431091, -3.639344, -0.911664], [1.754355, -1.197981, -0.956329], [-2.727700, -1.120379, -0.129750], [-1.525803, 0.528052, 1.017984], [0.870045, 0.648813, -0.871439], [2.732042, -2.288809, -0.612529], [-1.362539, 3.021728, -0.092445], [0.835610, 2.108996, -0.411266], [-1.894356, -0.870098, 0.761118], [3.092830, 0.505829, 0.057094], [-1.953570, 1.424118, 0.186812], [-2.743641, -3.368334, 0.657081], [3.938370, -0.511154, 0.614730], [3.030632, 1.800887, 0.580351], [3.838019, -1.681483, -0.146643], [1.823035, -0.115350, -0.496426], [-2.765751, 1.175763, -1.105024], [-3.256887, -0.116749, -1.137047], [1.985484, 2.605236, 0.060601], [-2.919917, -3.203438, 1.613163], [3.925316, 2.227190, 1.046724], [-3.843140, -0.505465, -1.827051], [4.492235, -2.647904, 0.429894], [1.955770, 3.747507, 0.582160], [-0.824929, 0.881529, 1.631196], [4.919879, -0.263869, 1.035368], [-3.116922, 2.069779, -1.709445], [-3.305703, -4.347659, 0.225209], [-1.730546, -3.604469, 0.473466], [-0.954789, 3.044515, 0.916008], [-1.551775, -1.353121, 1.681382], [-1.927265, 3.749447, -0.369847], [0.003853, 0.547942, -1.533177]], "forces_ev_per_angstrom": [[-4.14, -10.60, -0.77], [-1.06, -1.49, 1.83], [1.71, 9.23, 1.93], [0.90, -14.43, -3.23], [-2.24, 5.71, -4.90], [-1.88, -2.63, -2.39], [-6.22, 9.69, 0.00], [-5.34, -6.33, -4.14], [5.82, -8.67, 4.09], [-0.39, -2.73, -4.23], [6.30, 5.76, 8.45], [-2.35, -1.30, 3.58], [-2.04, 6.46, -8.04], [-1.21, -2.16, -7.21], [0.80, 0.34, -4.85], [-0.09, 0.05, -2.77], [5.21, -3.92, 6.79], [5.68, 8.09, 3.31], [-0.59, -1.53, 3.45], [4.26, 2.04, 3.63], [1.52, 4.51, 5.40], [-1.20, 1.17, 4.26], [-0.57, -0.11, 0.09], [-2.82, -1.64, -3.21], [-1.31, 2.85, -2.25], [0.06, -2.96, -2.05], [2.67, 0.52, 3.19], [-0.67, -0.21, 0.63], [0.64, -1.58, 0.58], [0.91, 2.66, 1.18], [1.34, 0.07, 0.01], [0.00, 1.63, 0.24], [-0.40, -1.36, -1.06], [-3.77, 4.17, -1.89], [0.47, -1.27, 0.35]], "mulliken_charge": [-0.413, -0.476, -0.620, -0.297, 0.867, -0.727, -0.006, 0.337, -1.177, 0.323, -0.054, 0.515, 0.306, -1.005, -0.429, -0.735, -0.411, 0.313, -0.806, -0.793, -0.257, 0.428, 0.355, 0.658, 0.217, 0.168, 0.580, 0.345, 0.289, 0.225, 0.417, 0.351, 0.323, 0.693, 0.495], "relative_energy_kj_mol": 1296.4, "smiles": "COc1ccc(COc2ccc3ccc(=O)oc3c2)cc1", "energy_ev": -26033.5285, "max_force_ev_per_a": 14.82, "homo_ev": -8.453, "gap_ev": 7.14}



Record 2
{"formula": "C4H9NO5", "method": "ωB97M-V/def2-TZVPD", "elements": ["O", "O", "O", "O", "O", "N", "C", "C", "C", "C", "H", "H", "H", "H", "H", "H", "H", "H", "H"], "coordinates": [[-0.101494, -1.486613, 1.943398], [-0.206478, 1.824379, 1.554978], [1.739939, -0.236126, -1.486056], [-0.100635, -2.166941, -1.095695], [1.728778, -0.541749, 1.308381], [0.534449, -0.737431, 1.166042], [0.878670, 0.662075, -0.807971], [-1.054767, 1.012622, 0.700860], [-0.931078, -1.093920, -0.691222], [-0.145550, -0.008198, 0.084008], [-1.398710, -0.684157, -1.602483], [2.526517, -0.329097, -0.893431], [0.285019, 1.105875, -1.596304], [0.640802, -1.647884, -1.476339], [-0.852586, 2.360638, 2.085971], [1.507050, 1.396412, -0.224681], [-1.706651, -1.542830, -0.047663], [-1.455233, 1.582614, -0.131001], [-1.888043, 0.530331, 1.209208]], "forces_ev_per_angstrom": [[0.63, 1.72, -1.99], [-2.32, 0.36, 0.31], [1.22, -0.09, 0.80], [0.47, 1.05, 0.01], [-0.21, -0.07, -0.32], [0.48, -1.78, 3.26], [0.85, 0.78, 0.37], [0.77, 0.42, 0.21], [-0.77, -0.76, -0.09], [-0.65, -1.18, -0.80], [-0.06, 0.39, 0.46], [-0.90, -0.23, -0.76], [-0.01, 0.66, -0.08], [0.18, -1.04, -0.14], [1.21, -0.58, -0.56], [-1.06, -0.50, -0.74], [0.22, 0.46, -0.20], [-0.19, 0.40, -0.10], [0.14, 0.00, 0.37]], "mulliken_charge": [-0.647, -0.525, -0.600, -0.567, -0.636, 1.222, -0.872, -1.035, -0.930, 0.896, 0.382, 0.364, 0.441, 0.447, 0.340, 0.437, 0.448, 0.386, 0.448], "relative_energy_kj_mol": 393.8, "smiles": "O=[N+]([O-])C(CO)(CO)CO", "energy_ev": -16017.9323, "max_force_ev_per_a": 3.74, "homo_ev": -10.535, "gap_ev": 10.66}



Record 3
{"formula": "C21H25BrN4O3PSn", "method": "ωB97M-V/def2-TZVPD", "elements": ["Sn", "Br", "P", "O", "O", "O", "N", "N", "N", "N", "C", "C", "C", "C", "C", "C", "C", "C", "C", "C", "C", "C", "C", "C", "C", "C", "C", "C", "C", "C", "C", "H", "H", "H", "H", "H", "H", "H", "H", "H", "H", "H", "H", "H", "H", "H", "H", "H", "H", "H", "H", "H", "H", "H", "H", "H"], "coordinates": [[-0.302064, -0.433116, 0.251037], [5.261450, 0.251557, 5.562328], [-0.452810, -3.580330, 0.624179], [-2.508643, 0.095639, -0.167607], [-4.000163, 1.772740, -0.378153], [0.569460, 0.781344, 2.023693], [-1.856281, 2.260815, -0.431665], [-0.512112, 1.933639, -0.232728], [2.144296, -0.022015, -0.091191], [0.286139, -0.585689, -1.983373], [2.501310, 0.582434, 5.031428], [-5.144750, 0.879192, -0.264518], [3.781228, 0.340993, 4.463698], [3.926601, 0.146886, 3.079214], [-1.310490, -3.916489, 2.179898], [-0.665081, -0.875520, -2.863264], [3.039693, -0.037143, 0.828205], [2.841677, 0.216641, 2.238024], [1.420384, 0.681478, 4.218369], [-0.400382, -1.101964, -4.214731], [-2.806847, 1.296897, -0.305335], [3.844789, 0.091218, -1.888488], [1.928078, -0.695889, -3.734113], [0.901166, -1.031325, -4.643310], [3.269606, -0.520214, -4.140417], [4.202537, -0.109284, -3.231709], [1.551292, 0.561764, 2.789137], [-0.829076, -4.920772, -0.528414], [2.564373, -0.143467, -1.433063], [1.576319, -0.481266, -2.383512], [1.320650, -3.715128, 0.985143], [5.222544, 0.071423, -3.542020], [2.404788, 0.688982, 6.104046], [4.914079, -0.056690, 2.678574], [-1.876563, -4.907106, -0.829247], [-0.962838, -4.881206, 2.557750], [-5.045042, 0.247845, 0.613191], [0.034669, 2.212453, -1.043108], [-1.681593, -0.919135, -2.481917], [-0.204039, -4.844399, -1.417445], [1.615718, -2.985103, 1.738892], [-1.210927, -1.317922, -4.896431], [4.075599, -0.255956, 0.566972], [-5.233801, 0.272955, -1.161130], [1.157534, -1.225728, -5.678561], [1.520177, -4.719800, 1.367371], [1.910461, -3.563994, 0.080021], [-2.388496, -3.958265, 2.022040], [-6.000099, 1.534533, -0.168639], [4.599595, 0.480584, -1.215851], [-0.620997, -5.862306, -0.011528], [-2.138354, 3.227247, -0.512584], [-0.148126, 2.428796, 0.579474], [3.531463, -0.674580, -5.179337], [0.435917, 0.896141, 4.615765], [-1.090717, -3.142696, 2.914440]], "forces_ev_per_angstrom": [[0.71, 0.03, -0.29], [-0.23, 0.02, -0.21], [0.31, -0.12, 0.29], [0.39, -0.20, 0.08], [0.00, 0.07, 0.03], [-0.53, -0.04, 0.12], [-0.26, -0.09, 0.00], [-0.09, -0.23, 0.06], [-0.29, 0.14, 0.02], [-0.99, -0.08, 0.46], [0.13, -0.04, -0.05], [-0.21, -0.22, 0.02], [0.17, -0.01, 0.42], [0.17, -0.09, -0.22], [-0.11, 0.18, -0.13], [-0.01, 0.06, -0.03], [0.25, 0.05, 0.12], [-0.11, -0.13, 0.24], [-0.18, 0.17, -0.12], [0.06, -0.03, -0.04], [0.19, 0.39, -0.23], [-0.01, 0.11, 0.25], [-0.07, 0.07, -0.09], [-0.03, -0.02, 0.04], [0.03, 0.01, 0.00], [-0.01, -0.02, -0.10], [0.06, -0.04, 0.09], [-0.16, 0.20, -0.14], [0.45, -0.09, -0.37], [0.12, -0.11, -0.15], [-0.07, 0.04, -0.09], [-0.01, 0.02, 0.03], [0.02, 0.02, -0.02], [-0.03, -0.02, 0.05], [0.01, 0.01, 0.05], [-0.01, -0.01, -0.01], [0.08, 0.05, 0.04], [0.02, -0.05, -0.13], [0.05, -0.03, -0.04], [0.02, -0.02, 0.02], [-0.02, -0.01, 0.02], [0.01, -0.05, 0.03], [-0.01, 0.05, -0.06], [0.09, 0.04, -0.06], [-0.04, 0.07, 0.01], [0.01, 0.01, 0.00], [-0.02, 0.00, 0.01], [0.03, -0.02, 0.00], [-0.01, 0.07, 0.00], [0.01, -0.08, -0.04], [0.03, 0.00, -0.01], [0.00, 0.08, 0.03], [0.01, -0.09, 0.10], [0.01, -0.02, 0.02], [0.02, -0.02, -0.03], [0.02, -0.01, 0.00]], "mulliken_charge": [1.054, 0.045, 0.709, -0.615, -0.378, -0.491, -0.322, -0.357, 0.335, 0.415, -0.433, -0.641, -0.159, -0.623, -1.151, -0.193, -0.077, 0.458, -0.722, -1.099, 0.910, -0.703, 0.575, -0.546, -0.807, -1.157, 0.339, -1.200, 0.550, -0.019, -1.056, 0.434, 0.486, 0.561, 0.401, 0.439, 0.313, 0.336, 0.648, 0.378, 0.255, 0.467, 0.431, 0.315, 0.492, 0.490, 0.336, 0.403, 0.252, 0.557, 0.418, 0.272, 0.386, 0.470, 0.504, 0.313], "relative_energy_kj_mol": 201.1, "energy_ev": -119422.9038, "max_force_ev_per_a": 1.09, "homo_ev": [-16.548, -16.769], "gap_ev": [5.53, 5.67], "total_charge": 3}